The following is a quantum chemistry calculation of a structure of composition CH4N3PS in a non-equilibrium geometry, from the OMol25 dataset.

```
10
Properties=species:S:1:pos:R:3:forces:R:3:nbo_charge:R:1
C -0.773087 -2.103927 -0.050858 0.6 4.5 0.6 -0.026
N -1.150411 -3.181941 -0.041706 -0.3 -1.4 -0.1 -0.429
N 0.532302 0.358807 -1.310701 0.8 -0.8 1.4 -1.202
N 0.594563 0.659095 1.278442 -1.3 -2.5 -2.3 -1.161
P -0.469545 0.268966 0.025940 0.7 0.4 -0.6 1.570
S -2.071237 1.390560 0.133576 0.9 -1.6 -0.4 -0.434
H 0.364054 0.745858 -2.234098 -0.3 -0.3 0.6 0.445
H 1.416563 -0.176321 -1.156864 -1.1 0.7 -0.7 0.420
H 0.129564 0.880008 2.081760 -1.7 0.4 2.6 0.401
H 1.427232 1.158891 1.274510 1.8 0.6 -1.1 0.417
```
Forces are in eV/Å.

Results
HOMO energy   -0.3616 hartree
Frontier orbital gap   8.766 eV

The following is a quantum chemistry calculation of a cluster of 2 separate species, C2H6O in total, from the OMol25 dataset.

```
9
Properties=species:S:1:pos:R:3:forces:R:3:nbo_charge:R:1
H -1.269592 -1.554524 -0.812515 -0.1 -0.1 -0.1 0.001
H -1.581599 -1.794816 -1.444331 0.0 0.0 0.0 -0.007
C 0.845924 -0.422914 0.616951 -0.1 0.2 0.0 -0.518
C 0.251766 0.621243 0.049403 0.2 -0.4 -0.1 0.137
O 0.050220 1.794133 0.711533 -0.1 0.1 -0.1 -0.680
H 1.194390 -0.379508 1.643828 0.0 0.0 -0.1 0.210
H 0.994693 -1.336127 0.052322 0.0 0.2 0.1 0.211
H -0.102222 0.588422 -0.981491 0.1 0.0 0.2 0.167
H -0.424818 2.404858 0.138593 0.1 -0.1 0.1 0.480
```
Forces are in eV/Å.

Results
SMILES   [H][H].C=CO
HOMO energy   -0.3333 hartree
Frontier orbital gap   9.934 eV

The following is a quantum chemistry calculation of a structure of composition C11H21ClFINO7PSi2 in a non-equilibrium geometry, from the OMol25 dataset.

```
46
Properties=species:S:1:pos:R:3:forces:R:3:nbo_charge:R:1
C 3.216123 2.844470 1.236192 0.1 0.0 0.3 -0.411
C 3.619481 1.683835 1.768922 0.0 0.0 -0.5 -0.166
C 3.173537 0.307080 1.305432 0.7 0.4 -0.2 -0.982
Si 2.836186 -0.804128 2.796212 -0.1 -0.3 -1.4 1.853
F 3.101921 0.064897 4.116300 -0.3 -0.3 0.0 -0.638
O 1.319054 -1.502111 2.772412 0.1 1.4 0.7 -1.245
Si -0.018667 -0.705227 3.355124 -0.3 -0.8 0.5 1.747
I -0.365861 1.489885 2.274016 0.2 -0.3 0.0 -0.226
C -1.554600 -1.813576 3.202816 0.6 0.3 -0.4 -0.526
O -2.081524 -1.928695 1.891470 -0.1 0.1 0.3 -0.547
C -3.063434 -0.954374 1.554164 -0.2 0.3 -0.6 -0.068
C -2.801369 -0.475304 0.111256 -0.1 -0.5 0.6 -0.634
N 0.180085 -0.419130 5.105538 -0.7 0.6 -1.3 -0.944
C -0.192275 0.696719 5.454852 1.1 -0.3 0.9 0.868
O -0.405764 1.746137 5.899070 -0.4 -0.1 -0.2 -0.479
P 4.397833 -2.450854 2.906522 0.7 -0.4 1.0 0.629
O 3.443945 -3.795751 3.110226 0.3 0.5 -0.7 -0.958
Cl 5.170661 -2.619820 0.974559 -0.5 0.1 -0.1 -0.326
H 3.064881 3.695687 1.896471 1.1 0.4 -0.3 0.203
H 3.013250 3.000455 0.180371 -1.1 -0.5 0.2 0.195
H 4.341189 1.725719 2.582131 -0.8 0.0 0.7 0.202
H 3.936999 -0.162311 0.671811 0.0 -0.2 0.2 0.269
H 2.280550 0.400842 0.685291 0.0 0.0 0.1 0.262
H -1.202705 -2.811865 3.482317 -0.2 0.0 0.2 0.231
H -2.278138 -1.439680 3.934872 -0.1 -0.3 0.0 0.203
H -3.062441 -0.121627 2.261886 0.2 0.0 0.0 0.168
H -4.066497 -1.394611 1.596710 0.1 -0.2 0.2 0.172
H -1.746215 -0.646070 -0.096658 0.0 0.2 -0.2 0.227
H -3.053206 0.574619 -0.028602 0.0 0.0 0.0 0.212
H -3.388126 -1.093890 -0.568120 0.1 0.2 -0.2 0.210
H 4.019155 -4.550094 2.923447 -0.2 -0.2 0.3 0.496
C -0.706518 -0.554833 -6.438947 0.1 0.2 0.1 -0.639
C -1.758281 -0.860883 -5.394072 0.0 -0.2 -0.4 -0.071
O -1.459585 -0.223664 -4.143575 -0.1 0.0 0.1 -0.493
C -1.766978 1.070461 -4.074747 0.1 -0.1 0.0 0.982
O -2.280793 1.727581 -4.941836 0.0 0.0 0.0 -0.647
O -1.405139 1.515967 -2.870319 0.0 0.0 0.1 -0.496
C -1.618956 2.914156 -2.671239 0.0 0.2 0.2 -0.256
H 0.286435 -0.807448 -6.064708 0.0 -0.1 0.0 0.212
H -0.896827 -1.124217 -7.348673 0.0 0.0 0.0 0.218
H -0.702910 0.505282 -6.690525 -0.1 0.0 0.0 0.225
H -1.776040 -1.928467 -5.182059 0.0 0.0 0.2 0.190
H -2.753905 -0.575527 -5.732853 0.0 0.2 0.1 0.195
H -2.644216 3.193000 -2.905030 0.0 0.0 -0.1 0.198
H -0.923474 3.492344 -3.278006 -0.1 0.0 -0.1 0.190
H -1.426830 3.115017 -1.620436 0.1 -0.2 0.0 0.194
```
Forces are in eV/Å.

Results
HOMO energy   -0.3215 hartree
Frontier orbital gap   8.937 eV

The following is a quantum chemistry calculation of a cluster of 6 separate species, C22H34O19S in total in a non-equilibrium geometry, from the OMol25 dataset.

```
76
Properties=species:S:1:pos:R:3:forces:R:3:lowdin_charge:R:1
C -5.140899 -0.097907 -0.752876 0.0 -0.8 -0.3 -0.023
C -5.013829 -1.070331 0.413757 -0.5 0.3 -1.5 -0.297
C -5.370085 -2.554186 0.150603 -0.3 1.1 1.4 -0.052
O -4.260349 -3.243262 0.747219 -0.2 -0.4 -1.2 0.091
C -3.260567 -2.390889 0.974033 0.4 -0.8 1.6 -0.568
O -2.219291 -2.699711 1.488296 -0.1 0.2 -0.8 0.155
O -3.634248 -1.139072 0.751290 0.1 0.9 0.3 0.081
H -6.200958 0.021127 -0.984747 0.0 0.4 0.1 0.089
H -4.647447 -0.474783 -1.651701 0.1 -0.1 0.1 0.079
H -4.635714 0.830464 -0.495972 -0.3 0.2 0.0 0.080
H -5.676432 -0.670701 1.187026 0.8 -0.1 0.6 0.149
H -5.588320 -2.739373 -0.898319 0.5 -0.5 0.0 0.137
H -6.208343 -2.791245 0.802079 -0.3 -0.3 -0.5 0.130
C 3.491453 4.434390 -0.019555 1.5 -1.1 -0.8 -0.022
C 3.176527 5.498409 -1.055679 -0.1 0.7 1.1 -0.284
C 2.146322 5.129815 -2.101491 -0.2 -1.4 0.4 -0.114
O 1.277740 6.253658 -2.213248 0.9 -0.2 -0.3 0.062
C 1.615584 7.129513 -1.224206 -1.3 0.1 0.2 -0.574
O 1.064529 8.171803 -1.087570 0.2 0.2 0.0 0.168
O 2.510002 6.598465 -0.391089 0.4 0.2 -0.1 0.093
H 3.794883 3.522390 -0.552444 -0.4 0.0 -0.2 0.092
H 2.735553 4.108831 0.684749 -0.5 0.5 -0.2 0.063
H 4.423967 4.601488 0.523294 -0.2 0.7 0.2 0.088
H 4.071189 5.955129 -1.487225 0.1 -0.4 -0.1 0.157
H 1.606717 4.264850 -1.699459 -0.4 0.2 -0.1 0.107
H 2.585227 4.798513 -3.041064 -0.1 0.5 -0.2 0.140
C 3.185797 -1.524086 2.400073 -0.7 -0.3 -0.6 -0.014
C 2.532302 -2.637344 3.213239 1.9 0.8 0.5 -0.330
C 3.023385 -2.710540 4.674338 -0.2 -0.1 -0.1 -0.061
O 1.801759 -2.751020 5.440268 0.4 -0.4 0.0 0.079
C 0.752926 -2.565592 4.622388 0.0 1.0 0.0 -0.567
O -0.383809 -2.472446 4.934974 -0.3 -0.3 0.4 0.180
O 1.175754 -2.325442 3.366305 -0.6 -0.5 -0.8 0.071
H 2.689695 -1.613336 1.427895 0.3 0.4 -0.2 0.072
H 4.255754 -1.640547 2.234375 0.0 -0.2 0.2 0.094
H 2.973129 -0.524077 2.774561 0.0 -0.1 0.2 0.084
H 2.722501 -3.573766 2.681070 -0.6 -0.2 0.1 0.144
H 3.602043 -1.826552 4.939101 -0.2 0.1 0.1 0.131
H 3.623868 -3.590159 4.892233 -0.1 -0.1 0.0 0.131
C -0.394035 3.478869 -3.921687 1.3 -0.3 -0.8 -0.027
C -0.548002 2.489935 -2.794291 -2.4 1.8 -0.4 -0.296
C -1.779991 2.895071 -1.938974 0.9 0.2 -0.7 -0.070
O -2.342379 1.610440 -1.626719 -0.3 1.0 1.2 0.064
C -1.838163 0.687905 -2.450319 -0.8 -1.5 0.5 -0.601
O -2.141763 -0.476136 -2.414946 0.1 0.7 0.0 0.144
O -0.997987 1.226241 -3.301224 1.8 0.2 -0.7 0.118
H -1.189612 3.546055 -4.662287 -0.5 -0.3 0.5 0.095
H 0.471223 3.142235 -4.503877 0.1 0.4 0.0 0.091
H -0.201406 4.483604 -3.545052 0.1 0.0 0.1 0.080
H 0.351426 2.467445 -2.183630 0.0 -0.7 0.0 0.127
H -2.488712 3.511099 -2.496076 -0.2 -0.5 -0.3 0.134
H -1.459699 3.557125 -1.134909 -0.2 -0.9 0.8 0.124
C 1.779577 -3.326891 -1.356275 0.8 -0.1 -0.7 -0.015
C 1.141635 -4.705265 -1.352115 -0.3 0.7 0.6 -0.311
C 0.916158 -5.294925 0.038337 1.1 -0.3 0.4 -0.094
O -0.408279 -5.799054 0.022700 0.7 -0.4 0.6 0.092
C -1.047446 -5.315018 -1.036994 0.0 0.7 -0.6 -0.571
O -2.208652 -5.422932 -1.228330 -0.4 -0.1 -0.3 0.175
O -0.187844 -4.642096 -1.859459 -0.5 -0.1 0.0 0.083
H 1.289912 -2.528974 -0.801637 -0.5 -0.3 0.0 0.069
H 1.895162 -3.019693 -2.397603 -0.2 0.2 0.0 0.089
H 2.808199 -3.375413 -0.982635 -0.1 -0.2 0.1 0.087
H 1.713624 -5.379470 -1.992954 0.0 0.0 0.1 0.152
H 1.035063 -4.599382 0.872318 -0.3 0.4 -0.2 0.123
H 1.667030 -6.065242 0.230097 -0.4 -0.4 0.0 0.133
O 2.405557 1.610122 1.236787 -1.1 0.0 0.2 -0.233
S 0.993051 1.648499 0.994219 -1.1 -1.2 -0.9 0.659
O 0.434194 2.822916 0.373981 0.4 -0.6 0.8 -0.245
O 0.536165 0.396365 0.055854 1.0 1.4 -0.1 -0.186
C -0.340600 -0.502231 0.687772 -0.1 -1.8 1.0 -0.197
C -0.813470 0.144922 1.975797 -1.7 0.5 -1.0 -0.136
O 0.159101 1.159091 2.276006 1.0 0.7 0.0 -0.172
H -1.175496 -0.761660 0.041927 0.1 0.2 -0.2 0.109
H 0.183102 -1.424668 0.959061 0.2 0.1 -0.3 0.105
H -1.030488 -0.532796 2.796738 0.9 0.0 0.2 0.129
H -1.784468 0.601431 1.753880 0.2 0.5 0.2 0.128
```
Forces are in eV/Å.

Results
SMILES   C[C@H]1COC(=O)O1.C[C@H]1COC(=O)O1.C[C@H]1COC(=O)O1.C[C@H]1COC(=O)O1.C[C@H]1COC(=O)O1.O=S1(=O)OCCO1
HOMO energy   -0.3984 hartree
Frontier orbital gap   11.175 eV